{
  "formula": "C29H54P2PdSi",
  "method": "ωB97M-V/def2-TZVPD",
  "symbols": ["Pd", "C", "C", "C", "C", "C", "C", "H", "H", "H", "C", "H", "H", "H", "C", "H", "H", "H", "C", "H", "H", "H", "C", "H", "H", "H", "C", "C", "C", "C", "C", "C", "C", "C", "H", "H", "H", "H", "H", "H", "H", "H", "H", "H", "H", "H", "P", "C", "H", "H", "H", "C", "H", "H", "H", "C", "H", "H", "H", "P", "C", "H", "H", "H", "C", "H", "H", "H", "C", "H", "H", "H", "C", "Si", "C", "C", "C", "C", "H", "H", "H", "H", "H", "H", "H", "H", "H"],
  "positions_angstrom": [[0.683, -0.109, -1.068], [-2.682, 1.815, -0.103], [-3.135, 0.907, -1.080], [-2.824, -0.250, 0.870], [-2.552, 1.124, 1.122], [-3.186, -0.389, -0.496], [-2.458, 3.264, -0.276], [-2.214, 3.501, -1.324], [-1.617, 3.626, 0.348], [-3.351, 3.858, 0.002], [-2.240, 1.713, 2.431], [-2.314, 2.803, 2.427], [-1.210, 1.461, 2.689], [-2.919, 1.328, 3.204], [-2.647, -1.357, 1.824], [-3.011, -1.112, 2.820], [-1.574, -1.640, 1.889], [-3.207, -2.245, 1.508], [-3.505, -1.652, -1.176], [-4.489, -1.613, -1.653], [-3.498, -2.483, -0.471], [-2.772, -1.891, -1.953], [-3.510, 1.297, -2.441], [-4.210, 2.136, -2.418], [-4.015, 0.482, -2.962], [-2.644, 1.631, -3.022], [1.913, 0.715, -2.520], [0.590, 1.245, -2.566], [-0.082, 1.317, -3.922], [-0.940, 0.106, -4.385], [-0.835, -1.120, -3.565], [0.295, -1.855, -3.491], [1.597, -1.419, -4.096], [2.476, -0.306, -3.449], [0.682, 1.487, -4.704], [-0.670, -0.107, -5.439], [-0.730, 2.213, -3.926], [2.886, 0.274, -4.290], [2.692, 1.403, -2.161], [0.317, 2.100, -1.927], [3.335, -0.788, -2.950], [2.216, -2.336, -4.153], [0.223, -2.920, -3.280], [1.425, -1.112, -5.148], [-1.993, 0.416, -4.388], [-1.782, -1.514, -3.217], [2.080, 2.038, 0.265], [1.379, 2.712, 1.806], [2.142, 3.193, 2.425], [0.962, 1.867, 2.362], [0.580, 3.429, 1.587], [3.739, 1.440, 0.773], [4.312, 2.241, 1.251], [4.278, 1.077, -0.108], [3.620, 0.611, 1.479], [2.408, 3.568, -0.678], [2.589, 3.343, -1.728], [3.279, 4.087, -0.269], [1.537, 4.228, -0.618], [1.311, -2.482, 0.011], [-0.142, -3.382, -0.599], [0.139, -4.407, -0.875], [-0.594, -2.909, -1.479], [-0.898, -3.402, 0.192], [2.654, -2.886, -1.160], [2.427, -2.605, -2.190], [2.862, -3.966, -1.170], [3.574, -2.372, -0.865], [1.841, -3.256, 1.539], [1.522, -4.303, 1.509], [1.403, -2.734, 2.394], [2.934, -3.215, 1.609], [1.879, -1.355, 4.660], [0.372, -0.363, 4.072], [-1.227, -1.137, 4.755], [0.340, 1.402, 4.779], [0.546, -0.433, 2.174], [0.792, -0.775, 0.938], [1.905, -1.326, 5.759], [2.811, -0.911, 4.276], [1.805, -2.407, 4.348], [-1.208, -1.103, 5.855], [-2.122, -0.579, 4.449], [-1.325, -2.193, 4.470], [1.234, 1.986, 4.525], [-0.558, 1.961, 4.485], [0.304, 1.314, 5.877]],
  "total_charge": 2,
  "largest_force_ev_per_a": 3.3,
  "orbital_gap_ev": [5.6, 5.8],
  "multiplicity": 5,
  "de_lowest_kj_mol": 88.39,
  "lumo_energy_ev": [-5.309, -7.888],
  "s_squared": 6.02,
  "e_tot_ev": -60863.6987,
  "e_homo_ev": [-10.95, -13.68]
}